The following is a quantum chemistry calculation of C27H54AlBr7Cl4KN3O13P as an isolated structure, from the OMol25 dataset.

As for the HOMO energy: -6.076 eV. The value obtained for the frontier orbital gap is 1.3 eV. As for the LUMO energy: -4.76 eV. The calculated total energy comes out at -23245.08674 a.u. The net charge is +1.

```
111
Properties=species:S:1:pos:R:3:forces:R:3:lowdin_charge:R:1
C 6.5719 -4.9352 0.8025 0.00 0.25 1.04 -0.084
C 5.5817 -3.7023 1.0282 1.27 0.13 -0.98 -0.268
O 4.1914 -4.0362 0.8481 0.17 -0.04 1.54 -0.205
C 3.5177 -4.1536 2.1333 -0.25 0.76 0.18 -0.141
C 2.9538 -2.7200 2.6214 1.75 -1.30 0.61 -0.161
O 1.5202 -2.7480 2.5587 -0.46 0.34 -2.26 -0.137
C 0.9827 -1.7287 1.6619 0.18 1.17 0.59 -0.315
C 1.2545 -0.4330 2.6052 -1.93 0.73 -1.80 -0.077
O 2.3827 0.3672 2.1410 -0.84 -1.88 -0.66 -0.158
N 3.0185 0.8776 3.2659 -0.92 2.72 0.68 -0.020
O 2.6534 2.0014 3.3974 1.30 -1.39 0.43 0.095
N 1.5851 -1.6853 0.2786 0.01 -2.21 -2.42 0.155
C 0.6212 -1.7753 -0.8413 -1.16 0.42 1.91 -0.362
O 0.7653 -2.2444 -1.9690 0.74 1.19 1.98 0.059
C -0.6854 -1.1039 -0.1353 1.71 -1.10 -1.18 -0.249
C -0.2335 0.4205 -0.2113 0.12 1.96 -0.20 -0.207
C 0.1437 0.8644 -1.7284 0.51 0.43 0.24 -0.679
C 1.7298 1.1184 -1.8871 -0.88 -0.55 0.51 -0.165
Br -0.6753 2.6600 -2.1036 0.48 -1.19 0.12 0.771
P -2.3384 -1.1108 -1.0394 -3.50 0.94 -1.69 0.668
N -2.9601 0.2997 -1.4234 2.83 -1.12 2.88 -0.379
O -3.5747 -1.9230 -0.1563 1.79 -0.07 -1.03 -0.240
O -2.1635 -1.9964 -2.4921 0.25 -0.21 3.08 -0.275
C -0.5576 -1.9565 1.2033 0.43 -1.19 2.71 -0.250
C -1.5648 -1.7033 2.4047 -0.47 0.92 0.55 -0.087
C -2.3578 -0.3265 2.3829 -1.45 -0.25 0.96 -0.216
O -1.9453 0.5864 3.4488 -0.03 -0.79 -0.47 -0.153
C -0.5234 -3.5681 1.1034 -0.76 -0.42 -0.88 -0.108
C -1.6461 -4.2751 0.2415 -0.49 -1.86 0.05 -0.116
C -2.9505 -4.7350 1.0697 1.01 0.39 -0.51 -0.185
O -3.2389 -6.1607 0.8293 -1.37 0.47 1.45 -0.192
C -4.3408 -6.4435 1.7149 0.26 0.04 -0.43 -0.226
H 6.6398 -5.5674 1.7504 -0.20 0.71 -1.24 0.076
H 6.2731 -5.6136 -0.0473 0.27 0.98 0.81 0.079
H 7.6122 -4.5035 0.6447 -1.27 -0.62 0.01 0.082
H 5.7868 -3.2381 2.0504 -0.36 -0.52 -1.28 0.122
H 5.8417 -2.9302 0.2253 -0.45 -0.89 1.14 0.125
H 2.6284 -4.8406 1.9909 1.15 0.67 0.28 0.132
H 4.2438 -4.5330 2.9178 -0.94 0.14 -0.93 0.122
H 3.4762 -1.9527 1.9827 -0.95 -0.54 0.59 0.133
H 3.2806 -2.5452 3.7048 -0.63 -0.19 -1.40 0.081
H 0.3370 0.2332 2.4496 1.21 -0.70 0.79 0.122
H 1.3440 -0.7477 3.6916 0.07 0.36 -1.47 0.151
H 2.1859 -2.4961 0.0383 0.51 0.82 0.91 0.140
H 0.7031 0.6982 0.3572 -1.04 -0.87 -0.33 0.106
H -1.0244 1.1627 0.1455 0.84 -1.38 -0.56 0.090
H -0.2702 0.1548 -2.5039 0.32 0.80 0.84 0.067
H 1.9894 1.4079 -2.9598 -0.28 -0.15 1.50 0.068
H 2.3158 0.2055 -1.5465 -0.61 0.94 -0.53 0.065
H 1.9729 1.9442 -1.1497 -0.06 -0.81 -1.21 0.085
H -3.8729 0.3900 -0.9770 0.46 0.32 -0.30 -0.051
H -4.3781 -1.7374 -0.6967 0.38 0.12 0.05 0.045
H -2.7877 -2.7549 -2.4278 0.37 0.81 -0.47 0.058
H -2.3469 -2.5260 2.5428 1.15 1.01 -0.71 0.109
H -0.9816 -1.7291 3.3904 -0.59 0.04 -1.35 0.138
H -2.3715 0.2241 1.4004 0.31 -0.57 1.10 0.091
H -3.4589 -0.5488 2.6221 1.36 0.09 -0.66 0.120
H -2.2300 0.1558 4.2808 0.35 0.36 -0.72 -0.046
H 0.4625 -3.9692 0.6916 -1.27 0.76 0.71 0.129
H -0.6578 -3.9369 2.1774 0.58 0.47 -1.52 0.132
H -1.9239 -3.7818 -0.7321 0.36 -0.32 1.28 0.083
H -1.2023 -5.2851 -0.0782 -0.51 1.36 0.41 0.132
H -3.8830 -4.1748 0.7678 1.14 -0.23 0.57 0.115
H -2.6933 -4.6550 2.1746 -0.56 0.17 -1.16 0.114
H -5.2319 -5.7417 1.4759 1.11 -1.08 0.39 0.120
H -4.0256 -6.2721 2.8017 -0.44 -0.18 -1.13 0.109
H -4.6886 -7.5370 1.6320 2.60 2.74 -1.36 -0.048
O 1.7431 -1.1148 -4.8984 0.09 0.14 -0.02 0.343
H 1.6069 -1.5138 -4.0065 -0.28 -0.10 0.44 0.162
H 2.6937 -1.0862 -5.1370 -0.18 0.06 0.06 0.203
H 1.3298 -0.2229 -4.9581 -0.04 -0.10 0.07 0.204
C -2.1798 5.6809 -1.4380 -0.57 -0.37 0.29 -0.055
C -2.3633 7.0846 -1.9915 2.22 -2.93 0.39 -0.685
O -3.5538 7.5274 -2.0096 -1.61 1.95 -0.64 -0.152
O -1.3301 7.6502 -2.3695 -1.63 0.87 0.29 0.051
H -3.1317 5.2459 -1.1271 0.08 -0.01 -0.05 0.043
H -1.7409 5.0407 -2.2050 0.01 0.29 -0.03 -0.001
H -1.5130 5.7074 -0.5736 0.08 0.09 -0.15 0.079
C -2.0137 7.5465 -5.3721 -0.62 0.78 0.40 -0.052
C -1.0428 6.8818 -6.3741 -0.87 -0.79 -0.18 -0.640
C -1.8536 6.3349 -7.5674 -0.55 0.20 -0.52 -0.097
O -0.4577 5.8527 -5.7601 0.82 0.09 0.21 -0.119
H -2.7620 6.8453 -4.9907 0.21 -0.13 -0.14 0.083
H -1.4769 7.9643 -4.5166 0.06 -0.24 -0.29 0.054
H -2.5547 8.3707 -5.8538 0.04 -0.06 -0.16 0.079
H -0.4179 7.6994 -6.7791 0.54 -0.06 0.22 0.099
H -2.5974 5.5933 -7.2605 0.18 0.07 0.20 0.076
H -1.2004 5.8691 -8.3117 0.07 0.04 0.17 0.053
H -2.3915 7.1486 -8.0685 0.04 0.02 0.00 0.061
C -3.7001 1.6460 6.5673 1.51 -0.37 0.08 -1.516
Br -3.6704 -0.2501 6.1451 -0.26 0.16 0.24 0.647
Br -5.5336 2.3229 6.7546 -0.32 -0.06 1.42 0.521
Br -2.6160 2.0596 8.1203 -0.34 -0.06 -0.30 0.629
H -3.2561 2.1680 5.7188 -0.18 -0.06 0.05 -0.021
Al -6.2601 2.8757 4.5064 -0.48 0.39 -1.50 0.457
Br -4.4886 -0.1573 -3.2371 -2.06 -0.65 -1.85 -0.091
Cl -5.5941 6.4946 -1.9572 1.48 0.24 0.04 0.139
K -6.1028 -8.3023 2.5335 -2.13 -1.29 1.26 1.054
Br 3.6611 -4.1062 6.6127 0.06 -0.01 -0.12 0.600
C 5.4375 -3.4431 7.0670 -0.12 -0.10 0.23 -0.687
C 5.4634 -1.9364 7.1136 0.24 0.10 -0.14 -0.687
Br 5.4954 -1.1766 5.3197 -0.11 0.01 0.05 0.620
H 6.1290 -3.8630 6.3385 -0.07 0.13 0.06 0.052
H 5.6542 -3.8616 8.0503 -0.02 0.08 -0.06 0.060
H 6.3787 -1.5825 7.5888 -0.06 -0.09 -0.03 0.061
H 4.6043 -1.5059 7.6252 0.07 -0.13 -0.06 0.053
C 1.7685 7.9118 -9.4648 -0.15 0.07 0.05 -1.543
Cl 2.8390 9.3193 -9.4111 -0.03 -0.10 0.03 0.513
Cl 0.0996 8.4095 -9.7619 0.19 -0.04 0.00 0.541
Cl 2.3077 6.7678 -10.7032 0.00 0.01 0.08 0.503
H 1.8090 7.4142 -8.4987 -0.04 0.07 -0.14 0.015
```
Positions in Å, forces in eV/Å.